(1)
Entry from OMol25: 3 unconnected molecules or ions with the total composition CH6O4 (ωB97M-V/def2-TZVPD).

ORCA input file:
```
! RIJCOSX wB97M-V def2-TZVPD def2/J DEFGRID3
* xyz 0 1
O -1.1546 0.6920 -0.6990
C -0.2679 0.7161 -1.5115
O 0.7393 -0.1376 -1.4920
H -0.2560 1.3320 -2.4043
H 0.9603 -0.5221 -0.5938
O 1.2955 -0.9322 0.9130
H 0.5844 -0.7611 1.5559
H 1.3979 -1.8791 0.8614
O -0.6808 -0.1216 2.0360
H -0.5447 0.6504 2.5889
H -1.0647 0.2368 1.2125
*
```

Summary:
HOMO-LUMO gap, Eh: 0.424
SMILES: O=CO.O.O

Atomic partial charges in e from the Mulliken method, atoms 1 to 4: atom 1 (O): -0.6051, atom 2 (C): 0.2030, atom 3 (O): -0.4597, atom 4 (H): 0.3427

(2)
Entry from OMol25: 2 unconnected molecules or ions with the total composition CHFI2S (ωB97M-V/def2-TZVPD).

ORCA input file:
```
! RIJCOSX wB97M-V def2-TZVPD def2/J DEFGRID3
* xyz 0 1
F -0.9679 -0.0509 -2.1105
C 0.2048 0.5195 -1.7976
S 1.1023 -0.0759 -0.6258
H 0.5773 1.2971 -2.3749
I 0.0821 0.3497 3.1559
I -0.9986 -2.0395 3.7529
*
```

Summary:
HOMO-LUMO gap, Eh: 0.278
SMILES: FC=S.II

Atomic partial charges in e from the Mulliken method, atoms 1 to 4: atom 1 (F): -0.1600, atom 2 (C): 0.0526, atom 3 (S): -0.2066, atom 4 (H): 0.3128

Number 1: lowest unoccupied orbital energy 0.72 eV, highest occupied orbital energy -0.3973 Eh. Number 2: lowest unoccupied orbital energy -1.80 eV, highest occupied orbital energy -0.3443 Eh.